Formula: CH4N2O
Source: the OMol25 dataset
Level of theory: ωB97M-V/def2-TZVPD

Each atom is followed by the atoms it is bonded to, with distances in Å.
Positions of all 8 atoms, in Å:
1 N -0.799 0.261 0.908  C2 1.363, H5 1.014, H6 1.006
2 C -0.156 -0.422 -0.082  N1 1.363, N3 1.454, O4 1.201
3 N 0.977 0.339 -0.581  C2 1.454, H7 1.010, H8 1.010
4 O -0.436 -1.522 -0.475  C2 1.201
5 H -1.719 -0.102 1.131  N1 1.014
6 H -0.719 1.261 0.838  N1 1.006
7 H 1.029 0.201 -1.579  N3 1.010
8 H 1.823 -0.017 -0.160  N3 1.010

SMILES: NC(N)=O
Lowest unoccupied orbital energy in eV: 0.9
Relative energy (zero: lowest compared OMol25 entry of this formula, charge and spin) in kcal/mol: 7.5
Max |F| in hartree/bohr: 0.022
2S+1: 1

Atom charges from the Löwdin analysis, given in e for atoms 1 to 6:
1 N 0.145
2 C -0.646
3 N 0.086
4 O 0.063
5 H 0.108
6 H 0.092